<1>
Below is an isolated molecule of C2H3BrO2, with properties calculated with the ωB97M-V functional and the def2-TZVPD basis.

Output
SMILES string: CC1(Br)OO1
LUMO: 0.35 eV

```
! RIJCOSX wB97M-V def2-TZVPD def2/J DEFGRID3
* xyz 0 1
C 0.463 0.792 0.334
C -0.292 -0.635 -0.309
Br -1.791 -1.181 0.857
O 0.462 -1.632 -0.780
O -0.316 -0.781 -1.655
H 1.398 1.624 0.148
H -0.445 1.481 0.073
H 0.521 0.333 1.331
*
```

---

<2>
Below is a cluster of 2 separate species, C2H3BrO2 in total, with properties calculated with the ωB97M-V functional and the def2-TZVPD basis.

Output
LUMO (alpha / beta): -1.33 / -3.60 eV

```
! RIJCOSX wB97M-V def2-TZVPD def2/J DEFGRID3
* xyz 0 1
C 0.215 -0.969 0.379
C -0.090 0.161 -0.496
O -0.294 -2.258 0.051
O 1.059 -1.908 -0.283
Br -3.734 0.000 0.194
H 0.248 -0.652 1.343
H 0.121 -0.108 -1.488
H -0.017 1.176 -0.009
*
```

---

Least stable structure: <2>

---

<1>
Below is an isolated molecule of C23H27N3O5S, with properties calculated with the ωB97M-V functional and the def2-TZVPD basis.

Output
SMILES string: COCCn1c(-c2ccc(OC)cc2)cnc1SCC(=O)Nc1ccc(OC)cc1OC
LUMO: -0.15 eV

```
! RIJCOSX wB97M-V def2-TZVPD def2/J DEFGRID3
* xyz 0 1
C 2.468 4.558 -1.786
O 2.034 3.227 -1.135
C 1.362 2.452 -2.068
C 1.123 1.215 -1.470
N 0.468 0.281 -2.058
C -0.970 -0.039 -1.802
C -1.672 0.219 -0.668
C -2.660 -0.606 -0.250
C -3.623 0.064 0.759
C -3.405 1.155 1.461
O -4.291 1.614 2.470
C -5.066 0.886 3.051
C -2.582 2.074 0.732
C -1.554 1.768 -0.183
C -1.300 -1.054 -2.873
N -0.287 -1.330 -3.667
C 0.931 -0.405 -3.092
S 2.399 -0.548 -3.688
C 2.516 -2.696 -3.391
C 1.851 -2.914 -2.121
O 0.977 -3.978 -2.164
N 2.155 -2.288 -1.202
C 1.511 -2.085 0.152
C 0.296 -2.559 0.322
C -0.375 -2.279 1.502
C 0.130 -1.554 2.538
O -0.456 -1.059 3.465
C -1.881 -1.417 3.956
C 1.207 -0.838 2.045
C 2.229 -1.041 1.183
O 3.278 -0.599 0.652
C 3.957 0.347 1.481
H 2.931 4.407 -2.686
H 1.626 5.057 -2.159
H 3.018 5.030 -1.088
H 2.073 2.230 -2.825
H 0.403 2.885 -2.399
H 2.265 0.770 -1.147
H 0.845 1.401 -0.196
H -2.883 -1.715 -0.624
H -4.057 -0.777 1.368
H -4.763 -0.019 3.366
H -5.463 1.452 3.788
H -5.854 0.487 2.306
H -2.378 3.178 1.230
H -1.029 2.609 -0.643
H -2.295 -1.455 -2.915
H 3.738 -2.722 -3.424
H 1.869 -3.070 -4.229
H 2.954 -1.682 -1.203
H -0.135 -3.451 -0.289
H -1.196 -2.895 1.706
H -1.739 -2.448 4.109
H -2.146 -0.825 4.860
H -2.558 -1.414 3.073
H 1.742 0.083 2.778
H 4.041 0.225 2.591
H 5.000 0.729 1.062
H 3.219 1.356 1.439
*
```

---

<2>
Below is an isolated molecule of C23H27N3O5S, with properties calculated with the ωB97M-V functional and the def2-TZVPD basis.

Output
SMILES string: CCOc1cc2[nH]c(=S)n(CCC(=O)NCc3ccc(OC)cc3)c(=O)c2cc1OCC
LUMO: 0.34 eV

```
! RIJCOSX wB97M-V def2-TZVPD def2/J DEFGRID3
* xyz 0 1
C -2.688 -3.656 -0.996
C -3.402 -3.130 0.244
O -3.711 -1.753 0.139
C -2.754 -0.823 0.316
C -1.464 -1.060 0.754
C -0.575 0.001 0.928
N 0.697 -0.195 1.402
C 1.609 0.795 1.586
S 3.060 0.402 2.257
N 1.239 2.065 1.229
C 2.204 3.153 1.326
C 2.550 3.762 -0.040
C 3.063 2.710 -1.010
O 4.240 2.498 -1.201
N 2.079 2.039 -1.656
C 2.359 0.906 -2.523
C 2.395 -0.375 -1.730
C 3.523 -0.678 -0.979
C 3.565 -1.795 -0.165
C 2.462 -2.639 -0.095
O 2.364 -3.736 0.710
C 3.454 -4.042 1.550
C 1.342 -2.361 -0.880
C 1.306 -1.235 -1.678
C -0.045 2.410 0.806
O -0.324 3.572 0.577
C -0.978 1.304 0.645
C -2.284 1.548 0.201
C -3.176 0.514 0.038
O -4.455 0.621 -0.395
C -5.027 1.904 -0.569
C -5.379 2.577 0.754
H -1.751 -3.128 -1.154
H -3.314 -3.508 -1.872
H -2.483 -4.717 -0.882
H -2.820 -3.331 1.151
H -4.376 -3.616 0.347
H -1.121 -2.056 0.980
H 1.012 -1.131 1.622
H 1.770 3.932 1.958
H 3.103 2.753 1.797
H 1.672 4.262 -0.450
H 3.341 4.496 0.117
H 1.116 2.226 -1.427
H 1.595 0.867 -3.302
H 3.337 1.092 -2.973
H 4.374 -0.015 -1.014
H 4.451 -1.984 0.416
H 3.148 -4.917 2.122
H 4.350 -4.285 0.970
H 3.676 -3.217 2.234
H 0.511 -3.048 -0.843
H 0.422 -1.025 -2.265
H -2.543 2.574 -0.002
H -4.370 2.544 -1.170
H -5.939 1.711 -1.141
H -4.487 2.771 1.344
H -6.039 1.933 1.329
H -5.884 3.519 0.561
*
```

---

Least stable structure: <1>

---

<1>
Below is the ion C5H9N2 with charge +1, with properties calculated with the ωB97M-V functional and the def2-TZVPD basis.

Output
LUMO (alpha / beta): -4.66 / -6.91 eV

```
! RIJCOSX wB97M-V def2-TZVPD def2/J DEFGRID3
* xyz 1 3
C 1.620 0.603 0.226
C 0.421 1.560 -0.203
C 1.669 -0.895 0.053
C -0.921 -0.342 0.051
C -2.030 -1.270 0.017
N -0.912 0.975 0.008
N 0.783 -1.717 0.005
H 2.477 1.042 -0.404
H 1.642 0.630 1.260
H 0.654 2.379 0.447
H 0.415 1.793 -1.204
H 2.706 -1.330 -0.058
H -1.643 1.540 -0.233
H -1.727 -2.153 -0.693
H -3.058 -0.796 -0.074
H -2.096 -2.019 0.803
*
```

---

<2>
Below is the ion C5H9N2 with charge +1, with properties calculated with the ωB97M-V functional and the def2-TZVPD basis.

Output
LUMO (alpha / beta): -3.87 / -5.79 eV

```
! RIJCOSX wB97M-V def2-TZVPD def2/J DEFGRID3
* xyz 1 3
C -0.043 0.820 0.093
C -1.425 -0.864 0.983
C 1.797 -0.541 -0.978
C 2.795 -1.323 -1.653
C -2.142 1.520 1.005
N 0.859 0.003 -0.459
N -1.220 0.418 0.715
H -0.109 1.821 -0.286
H -2.130 -1.104 1.816
H -0.676 -1.704 0.883
H 3.844 -0.916 -1.364
H 2.606 -1.247 -2.742
H 2.670 -2.335 -1.230
H -3.153 1.106 1.031
H -1.808 1.990 1.879
H -1.864 2.356 0.306
*
```

---

Least stable structure: <1>

---

<1>
Below is a cluster of 2 separate species, C3H10S2 in total, with properties calculated with the ωB97M-V functional and the def2-TZVPD basis.

Output
SMILES string: CSS.CC
LUMO: 0.52 eV

```
! RIJCOSX wB97M-V def2-TZVPD def2/J DEFGRID3
* xyz 0 1
C 2.901 0.621 0.723
S 2.112 -1.009 0.659
S 0.386 -0.705 1.759
H 2.818 1.053 -0.266
H 2.442 1.271 1.452
H 3.954 0.450 0.969
H -0.172 0.126 0.876
C -4.238 1.489 -2.136
C -3.173 1.259 -3.200
H -3.797 1.850 -1.205
H -4.968 2.215 -2.501
H -4.760 0.561 -1.925
H -2.730 2.183 -3.562
H -3.572 0.702 -4.041
H -2.350 0.641 -2.809
*
```

---

<2>
Below is a cluster of 2 separate species, C3H10S2 in total, with properties calculated with the ωB97M-V functional and the def2-TZVPD basis.

Output
SMILES string: CCC.SS
LUMO: 0.40 eV

```
! RIJCOSX wB97M-V def2-TZVPD def2/J DEFGRID3
* xyz 0 1
C -0.350 -1.823 -0.893
C -1.348 -1.981 0.261
C -2.768 -1.566 -0.209
H 0.639 -2.216 -0.621
H -0.220 -0.753 -1.059
H -0.580 -2.434 -1.770
H -1.027 -1.277 1.028
H -1.322 -2.997 0.637
H -3.287 -1.041 0.594
H -2.714 -0.753 -0.939
H -3.148 -2.481 -0.645
S 5.109 4.448 0.806
S 3.799 5.972 0.665
H 4.609 3.530 1.654
H 2.608 5.373 0.492
*
```

---

Least stable structure: <2>

---

<1>
Below is a cluster of 2 separate species, C2H7NOSi in total, with properties calculated with the ωB97M-V functional and the def2-TZVPD basis.

Output
SMILES string: [H]/N=C/C.O=[SiH2]
LUMO: -0.85 eV

```
! RIJCOSX wB97M-V def2-TZVPD def2/J DEFGRID3
* xyz 0 1
H 0.657 -0.164 1.216
N -0.342 0.124 1.139
C -0.805 -0.049 -0.004
C -2.288 0.332 -0.213
H -0.153 -0.499 -0.734
H -2.550 0.531 -1.335
H -2.800 -0.410 0.434
H -2.461 1.359 0.200
O 3.773 0.552 0.293
Si 3.174 -0.755 -0.147
H 2.089 -1.046 -1.121
H 3.360 -1.847 0.821
*
```

---

<2>
Below is an isolated molecule of C2H7NOSi, with properties calculated with the ωB97M-V functional and the def2-TZVPD basis.

Output
SMILES string: C=CN[SiH2]O
LUMO: 0.80 eV

```
! RIJCOSX wB97M-V def2-TZVPD def2/J DEFGRID3
* xyz 0 1
C 0.669 2.246 -0.225
C 0.547 1.011 -0.734
N 0.417 -0.281 0.300
Si -0.564 -1.581 -0.210
O -0.984 -2.158 1.326
H 1.088 3.130 -0.843
H 0.797 2.450 0.851
H 0.772 0.693 -1.719
H 0.143 0.072 1.234
H -1.682 -1.183 -1.104
H -0.008 -2.733 -0.907
H -1.196 -1.667 2.030
*
```

---

<3>
Below is a structure of composition C2H7NOSi, with properties calculated with the ωB97M-V functional and the def2-TZVPD basis.

Output
LUMO: 0.29 eV

```
! RIJCOSX wB97M-V def2-TZVPD def2/J DEFGRID3
* xyz 0 1
C -1.340 -1.081 0.091
C -2.249 -0.662 0.969
N 0.013 -0.998 0.103
O 2.568 0.242 -0.047
Si 1.045 0.174 0.490
H -1.650 -1.697 -0.727
H -1.827 -0.158 1.796
H 1.471 2.292 -2.355
H -3.243 -0.944 0.867
H 3.050 -0.345 -0.712
H 1.101 1.912 -1.745
H 1.060 1.263 1.268
*
```

---

Least stable structure: <1>

---

<1>
Below is the ion C9H13N2 with charge +1, with properties calculated with the ωB97M-V functional and the def2-TZVPD basis.

Output
SMILES string: CC1=C=[NH+]/C=C\N=C(\C)CC1
LUMO: -4.06 eV

```
! RIJCOSX wB97M-V def2-TZVPD def2/J DEFGRID3
* xyz 1 1
C 1.105 -1.505 1.756
C 0.050 -0.988 0.911
C -0.809 -0.253 1.567
N -1.439 0.791 1.817
C -1.293 1.994 1.210
C -0.780 2.301 -0.018
N 0.027 1.611 -0.795
C 0.242 0.519 -1.412
C 1.570 0.367 -2.016
C -0.791 -0.567 -1.414
C -0.331 -1.627 -0.350
H 2.083 -1.080 1.472
H 1.046 -1.141 2.768
H 1.152 -2.648 1.674
H -2.085 0.735 2.605
H -1.965 2.756 1.648
H -0.989 3.312 -0.321
H 1.932 1.364 -2.508
H 2.348 0.105 -1.359
H 1.525 -0.483 -2.782
H -1.754 -0.177 -1.162
H -0.659 -0.996 -2.488
H 0.749 -1.920 -0.561
H -0.933 -2.472 -0.241
*
```

---

<2>
Below is a cluster of 2 separate species, C9H13N2 in total, with properties calculated with the ωB97M-V functional and the def2-TZVPD basis.

Output
LUMO (alpha / beta): -4.31 / -4.31 eV

```
! RIJCOSX wB97M-V def2-TZVPD def2/J DEFGRID3
* xyz 1 1
C 2.339 -1.227 -0.858
C 2.807 -0.903 0.394
C 1.069 -0.505 -1.222
C 1.889 0.209 0.876
C 1.741 0.617 2.176
C -0.587 2.367 0.820
C -1.170 1.807 -0.501
C -2.575 -1.968 -0.270
C 0.127 1.378 -0.017
N 0.897 0.395 -0.106
N -1.699 -1.794 -1.135
H 2.913 -1.856 -1.505
H 3.623 -1.344 0.725
H 1.150 0.009 -2.161
H 2.203 0.171 3.026
H 0.953 1.368 2.264
H -0.282 3.303 0.876
H -0.879 1.927 1.792
H -1.962 1.102 -0.567
H -1.362 2.676 -1.161
H -2.323 -1.624 0.738
H -3.415 -2.537 -0.353
H -1.877 -2.350 -2.042
H 0.215 -1.265 -1.298
*
```

---

<3>
Below is the ion C9H13N2 with charge +1, with properties calculated with the ωB97M-V functional and the def2-TZVPD basis.

Output
SMILES string: C/C=C/Cc1c[nH]ccc1=[NH2+]
LUMO: -3.54 eV

```
! RIJCOSX wB97M-V def2-TZVPD def2/J DEFGRID3
* xyz 1 1
C 3.423 0.331 -1.088
C 2.129 -0.399 -0.616
C 1.763 -0.529 0.668
C 0.413 -1.119 0.976
C -0.876 -0.575 0.330
C -1.900 -1.351 -0.238
N -3.019 -0.779 -0.762
C -3.206 0.567 -0.599
C -2.304 1.358 0.100
C -1.092 0.802 0.569
N -0.107 1.532 1.092
H 4.016 0.751 -0.361
H 3.409 1.190 -1.881
H 4.034 -0.559 -1.379
H 1.545 -0.776 -1.416
H 2.505 -0.525 1.438
H 0.271 -0.870 2.028
H 0.426 -2.230 0.784
H -1.847 -2.493 -0.357
H -3.832 -1.317 -1.165
H -3.934 1.062 -1.262
H -2.605 2.427 0.410
H -0.093 2.411 1.474
H 0.880 1.092 1.255
*
```

---

Least stable structure: <2>